No. 1
ORCA calculation (ωB97M-V/def2-TZVPD) on a structure of composition C26H48Cl3N5O3PPdSi.

Strongest force on any atom in eV Å⁻¹: 2.55
Gap between HOMO and LUMO (spin up / spin down) in Ha: 0.2239 / 0.1484
E_HOMO (spin up / spin down) in eV: -3.63 / -3.47

Structure (ORCA input):
```
! RIJCOSX wB97M-V def2-TZVPD def2/J DEFGRID3
* xyz -1 3
C -1.97 -1.95 -3.97
C -1.45 -2.89 -2.94
H -2.02 -2.41 -4.95
H -1.30 -1.07 -4.01
H -2.97 -1.59 -3.71
C -1.07 -4.16 -3.13
C -0.97 -4.79 -4.47
H -0.67 -4.73 -2.30
H -0.89 -4.04 -5.26
H -1.83 -5.44 -4.70
H -0.07 -5.41 -4.47
Pd -0.44 1.49 0.31
Cl -2.62 0.59 0.45
Cl 0.99 3.29 -0.57
H 0.77 5.89 3.11
H -2.41 6.35 1.79
C 0.68 5.84 2.02
C -1.62 6.14 1.05
N -0.60 5.28 1.63
H 1.51 5.22 1.64
C -0.95 4.09 2.15
O -0.27 3.50 3.01
H -2.09 5.65 0.19
H -1.91 3.70 1.75
H 0.76 6.84 1.59
H -1.15 7.08 0.75
H 2.04 -0.83 -3.25
H 2.32 -3.51 -2.39
C 2.94 -0.67 -2.65
C 3.25 -3.06 -2.03
N 3.05 -1.69 -1.61
H 2.90 0.32 -2.18
C 2.82 -1.40 -0.31
O 2.64 -0.26 0.14
H 3.61 -3.63 -1.17
H 2.82 -2.30 0.34
H 3.82 -0.75 -3.30
H 4.00 -3.10 -2.82
O 0.10 -1.72 -1.84
C -1.14 -2.20 -1.59
C -0.11 -3.91 -0.06
C -1.20 -3.08 -0.34
H 0.74 -3.87 -0.74
C -0.16 -4.74 1.06
H -1.88 -1.38 -1.43
C -2.32 -3.05 0.49
H 0.71 -5.36 1.27
C -1.28 -4.72 1.90
C -2.36 -3.87 1.62
H -3.13 -2.36 0.26
H -1.29 -5.37 2.79
H -3.21 -3.84 2.28
Si -0.18 2.90 -2.63
Cl -0.20 0.83 -2.09
C 1.47 3.55 -3.39
C -1.69 3.70 -1.82
C -0.97 2.93 -4.44
H 2.34 2.95 -3.09
H 1.64 4.58 -3.07
H 1.45 3.57 -4.49
H -0.30 2.43 -5.15
H -1.11 3.96 -4.79
H -1.95 2.44 -4.47
H -2.14 3.09 -1.02
H -2.47 3.84 -2.58
H -1.44 4.68 -1.40
C 1.78 -1.25 4.36
N 1.74 0.23 4.34
C 0.55 0.71 5.08
N -0.70 0.12 4.56
C -0.63 -1.35 4.60
N 0.54 -1.84 3.82
C 0.38 -1.61 2.39
P 0.31 0.22 2.00
C 1.78 0.78 2.99
C -1.04 0.64 3.26
H 1.92 -1.57 5.41
H 2.64 -1.58 3.75
H 0.49 1.80 4.97
H 0.66 0.44 6.14
H -1.55 -1.77 4.17
H -0.53 -1.66 5.65
H 1.21 -2.09 1.85
H -0.54 -2.08 2.03
H 1.77 1.88 3.01
H 2.68 0.43 2.45
H -1.99 0.25 2.88
H -1.07 1.73 3.34
*
```

No. 2
ORCA calculation (ωB97M-V/def2-TZVPD) on a structure of composition C26H49N5SSi4TcTe.

Strongest force on any atom in eV Å⁻¹: 1.05
Gap between HOMO and LUMO (spin up / spin down) in Ha: 0.2311 / 0.2037
E_HOMO (spin up / spin down) in eV: -12.95 / -12.86

Structure (ORCA input):
```
! RIJCOSX wB97M-V def2-TZVPD def2/J DEFGRID3
* xyz 2 2
Tc 1.12 2.12 -0.43
N 0.67 3.10 3.62
C 0.62 3.27 2.29
N 0.71 2.14 1.63
C 0.82 1.14 2.61
C 0.89 -0.25 2.49
C 0.95 -0.98 3.66
C 0.94 -0.36 4.92
C 0.85 1.01 5.05
C 0.78 1.74 3.86
H 0.60 3.83 4.31
H 0.53 4.25 1.83
H 0.88 -0.72 1.52
H 0.98 -2.06 3.60
H 0.97 -0.97 5.81
H 0.82 1.49 6.02
C -3.10 1.06 -2.31
Si -3.16 -0.55 -1.38
C -4.42 -1.72 -2.08
C -3.56 -0.25 0.42
Si -1.09 -1.66 -1.56
Te 0.95 -0.11 -1.54
Si -0.68 -2.43 -3.73
C -1.88 -3.79 -4.16
C 1.06 -3.09 -3.84
C -0.91 -0.99 -4.91
Si -0.67 -3.30 0.07
C 1.18 -3.65 0.13
C -1.58 -4.85 -0.39
C -1.26 -2.73 1.75
H -4.04 1.61 -2.16
H -2.96 0.92 -3.38
H -2.28 1.70 -1.95
H -5.43 -1.31 -1.93
H -4.39 -2.70 -1.59
H -4.30 -1.88 -3.16
H -4.49 0.31 0.52
H -2.77 0.31 0.92
H -3.68 -1.20 0.95
H -1.80 -4.64 -3.48
H -1.66 -4.15 -5.16
H -2.92 -3.45 -4.16
H 1.19 -3.95 -3.16
H 1.82 -2.35 -3.59
H 1.27 -3.45 -4.85
H -1.97 -0.79 -5.07
H -0.47 -1.20 -5.89
H -0.44 -0.07 -4.53
H 1.50 -4.23 -0.74
H 1.41 -4.23 1.02
H 1.78 -2.73 0.15
H -1.24 -5.27 -1.34
H -2.66 -4.69 -0.47
H -1.42 -5.62 0.37
H -0.96 -1.70 1.98
H -0.86 -3.38 2.54
H -2.34 -2.78 1.81
C 0.85 4.04 -2.80
C -0.25 4.24 -1.83
C -1.18 5.34 -1.77
C -2.04 5.07 -0.75
C -1.63 3.81 -0.18
C -2.30 3.08 0.91
N -0.53 3.33 -0.85
H 0.57 4.43 -3.78
H 1.09 2.98 -2.92
H 1.75 4.58 -2.50
H -1.18 6.19 -2.43
H -2.89 5.64 -0.43
H -3.34 2.88 0.62
H -2.37 3.71 1.81
H -1.81 2.15 1.15
C 4.39 2.44 3.02
N 4.39 1.16 2.32
C 4.73 -0.09 3.03
C 4.53 -1.16 1.95
N 3.89 -0.39 0.87
C 3.90 0.91 1.13
S 3.44 2.11 -0.07
H 3.67 2.41 3.83
H 4.13 3.23 2.32
H 5.38 2.63 3.43
H 4.05 -0.21 3.88
H 5.75 -0.04 3.39
H 3.87 -1.97 2.28
H 5.47 -1.59 1.60
H 3.76 -0.73 -0.07
*
```

No. 3
ORCA calculation (ωB97M-V/def2-TZVPD) on a cluster of 6 separate species, C26H50BClO10P2S6 in total.

Strongest force on any atom in eV Å⁻¹: 8.90
Gap between HOMO and LUMO in Ha: 0.2417
E_HOMO in eV: -8.36

Structure (ORCA input):
```
! RIJCOSX wB97M-V def2-TZVPD def2/J DEFGRID3
* xyz 0 1
C 11.60 -1.35 -0.04
C 10.58 -0.11 -0.38
C 9.35 -0.52 -1.41
C 7.94 0.30 -1.05
C 7.28 -0.54 0.22
C 5.86 0.10 0.76
C 5.48 1.71 0.73
C 3.98 2.19 1.27
B 3.56 3.80 1.20
O 3.80 4.77 2.32
O 2.94 4.41 -0.02
C 1.81 3.59 -0.51
C 2.85 1.10 1.86
P 1.14 1.78 2.45
O -0.17 0.70 2.01
Cl 1.20 1.89 4.60
C 3.23 -0.51 1.89
C 4.74 -0.98 1.34
C 5.00 -2.63 1.37
O 6.17 -3.20 1.67
C 3.64 -3.54 1.04
P 3.95 -5.12 -0.02
S 2.44 -6.35 -0.08
C 2.27 -3.12 1.55
C 2.17 -1.69 2.41
O 1.33 -1.52 3.46
H 11.14 -2.20 0.63
H 12.58 -0.97 0.53
H 11.99 -1.86 -1.05
H 11.23 0.71 -0.96
H 10.16 0.37 0.61
H 9.70 -0.34 -2.52
H 9.22 -1.70 -1.29
H 7.18 0.19 -1.95
H 8.13 1.41 -0.72
H 8.09 -0.63 1.08
H 7.13 -1.64 -0.19
H 6.28 2.48 0.30
H 3.95 5.65 1.83
H 2.14 2.48 -0.81
H 1.46 4.08 -1.53
H 0.87 3.59 0.21
H 0.14 0.03 1.31
H 4.21 -4.64 -1.38
H 5.19 -5.69 0.45
H 1.31 -3.76 1.33
C 3.63 9.38 -1.34
S 2.60 8.80 0.03
O 3.42 7.83 0.83
C 1.46 7.82 -0.99
H 4.44 9.98 -0.94
H 4.05 8.53 -1.88
H 3.02 9.99 -2.02
H 2.02 7.07 -1.55
H 0.93 8.49 -1.68
H 0.74 7.33 -0.33
C -0.71 -1.48 -1.82
S -0.68 -2.73 -0.50
O 0.48 -3.63 -0.76
C -2.18 -3.59 -1.03
H 0.17 -0.84 -1.71
H -0.69 -1.97 -2.79
H -1.62 -0.88 -1.73
H -2.06 -3.95 -2.06
H -3.04 -2.91 -0.97
H -2.34 -4.44 -0.37
C -5.25 -1.29 1.49
S -5.87 -2.95 1.88
O -5.06 -3.93 1.08
C -7.46 -2.75 1.05
H -4.24 -1.20 1.89
H -5.23 -1.14 0.41
H -5.89 -0.54 1.96
H -7.31 -2.51 -0.01
H -8.03 -1.95 1.53
H -8.02 -3.69 1.13
C -6.64 0.61 -3.81
S -7.66 0.03 -2.44
O -6.84 -0.93 -1.64
C -8.80 -0.94 -3.46
H -5.82 1.22 -3.40
H -6.22 -0.24 -4.35
H -7.24 1.22 -4.49
H -8.24 -1.70 -4.02
H -9.33 -0.28 -4.15
H -9.52 -1.43 -2.80
C -11.44 -3.89 2.18
S -11.66 -2.36 1.25
O -10.53 -1.44 1.62
C -13.13 -1.80 2.14
H -10.55 -4.40 1.82
H -11.32 -3.67 3.25
H -12.31 -4.54 2.03
H -12.90 -1.70 3.21
H -13.94 -2.51 1.99
H -13.42 -0.82 1.75
*
```